[1]
The following is a quantum chemistry calculation of a molecular structure, C38H61CsFN3O6Si in a non-equilibrium geometry, from the Open Molecules 2025 dataset.

The geometry in ORCA input format:
```
! RIJCOSX wB97M-V def2-TZVPD def2/J DEFGRID3
* xyz -2 1
Cs 1.37 -0.13 -1.14
C 0.89 2.40 -3.73
O 0.74 1.04 -4.08
C -0.62 0.71 -4.23
C -0.78 -0.75 -4.60
O -0.44 -1.55 -3.51
C -0.84 -2.89 -3.60
C -2.23 -3.12 -2.98
O -2.31 -2.92 -1.59
C -1.46 -3.74 -0.82
H 0.83 3.04 -4.63
H 1.87 2.52 -3.27
H 0.11 2.71 -3.03
H -1.06 1.33 -5.04
H -1.16 0.92 -3.30
H -0.12 -0.99 -5.46
H -1.82 -0.92 -4.90
H -0.09 -3.48 -3.08
H -0.88 -3.23 -4.65
H -2.56 -4.15 -3.24
H -2.94 -2.40 -3.40
H -1.63 -4.80 -1.04
H -1.72 -3.54 0.22
H -0.40 -3.49 -0.96
C 2.26 -3.38 4.48
Si 2.54 -2.47 2.78
C 1.83 -3.71 1.52
C 4.46 -2.50 2.60
N 1.77 -1.01 2.53
C 2.09 0.24 2.88
C 2.98 0.61 3.92
C 3.20 1.93 4.27
C 2.56 2.96 3.61
C 1.71 2.65 2.55
C 1.50 1.34 2.21
F 0.71 1.11 1.12
H 2.84 -4.30 4.54
H 1.22 -3.64 4.64
H 2.57 -2.74 5.31
H 2.31 -4.69 1.63
H 2.00 -3.38 0.50
H 0.77 -3.85 1.65
H 4.83 -3.45 2.25
H 4.96 -2.26 3.54
H 4.76 -1.75 1.88
H 3.50 -0.18 4.43
H 3.88 2.16 5.08
H 2.74 3.99 3.89
H 1.21 3.42 1.99
C -1.53 -0.95 5.02
C -2.16 -1.16 3.64
C -2.21 -2.67 3.34
C -3.57 -0.57 3.63
N -1.33 -0.41 2.69
N -1.74 -0.39 1.34
H -2.12 -1.45 5.79
H -1.50 0.12 5.24
H -0.52 -1.33 5.03
H -2.79 -3.19 4.10
H -1.20 -3.07 3.33
H -2.67 -2.86 2.37
H -4.18 -1.00 4.43
H -4.07 -0.76 2.68
H -3.51 0.51 3.78
H -0.37 -0.75 2.71
H -2.51 0.26 1.22
H -2.00 -1.30 0.96
O 3.95 -0.65 -1.20
C 3.67 -1.85 -1.33
O 2.55 -2.32 -1.62
C 4.79 -2.87 -1.15
C 6.07 -2.46 -0.80
C 7.09 -3.40 -0.65
C 6.83 -4.74 -0.87
C 5.56 -5.15 -1.22
C 4.54 -4.22 -1.35
H 6.25 -1.41 -0.64
H 8.08 -3.07 -0.37
H 7.62 -5.47 -0.75
H 5.35 -6.20 -1.39
H 3.54 -4.53 -1.60
C -4.25 1.60 -3.63
C -4.70 2.19 -2.29
C -4.34 1.23 -1.14
C -4.08 3.54 -2.02
C -4.90 4.64 -1.85
C -4.41 5.88 -1.49
C -3.06 6.00 -1.20
C -2.20 4.93 -1.33
C -0.77 5.00 -0.86
C 0.11 5.84 -1.80
C -0.67 5.52 0.57
C -2.66 3.66 -1.83
O -1.84 2.72 -2.07
H -4.71 0.62 -3.78
H -3.17 1.50 -3.62
H -4.54 2.25 -4.45
H -5.79 2.31 -2.32
H -3.26 1.15 -1.07
H -4.77 0.24 -1.30
H -4.71 1.63 -0.20
H -5.97 4.51 -2.01
H -5.08 6.73 -1.38
H -2.68 6.95 -0.84
H -0.40 3.97 -0.88
H -0.19 6.89 -1.76
H 0.00 5.49 -2.83
H 1.16 5.76 -1.52
H -0.98 6.56 0.65
H 0.35 5.44 0.94
H -1.31 4.92 1.22
*
```

LUMO energy	3.54	eV
frontier orbital gap	5.269	eV
energy relative to the best compared isomer or geometry (same formula, charge and spin)	110.6	kJ/mol


[2]
The following is a quantum chemistry calculation of 12 unconnected molecules or ions with the total composition H24O12 in a non-equilibrium geometry, from the Open Molecules 2025 dataset.

The geometry in ORCA input format:
```
! RIJCOSX wB97M-V def2-TZVPD def2/J DEFGRID3
* xyz 0 1
O 1.48 -2.99 0.22
H 1.23 -3.23 -0.70
H 1.20 -3.72 0.73
O 0.83 1.33 -2.91
H 0.92 0.65 -3.59
H 0.69 0.85 -2.13
O -0.98 -1.48 1.43
H -1.35 -2.25 1.03
H -0.15 -1.77 1.77
O 0.12 -0.13 -0.81
H -0.07 -0.77 -0.12
H -0.57 0.53 -0.76
O -1.44 -3.51 -0.33
H -0.81 -3.48 -1.08
H -1.13 -4.34 0.02
O 1.55 -1.41 2.43
H 1.71 -2.00 1.68
H 1.78 -2.05 3.16
O -2.33 1.22 -1.00
H -2.04 2.13 -1.26
H -2.38 0.64 -1.77
O -0.94 3.43 -2.53
H -0.32 2.69 -2.81
H -0.95 4.11 -3.19
O 0.83 2.55 0.05
H 0.69 1.87 0.71
H 1.78 2.66 0.06
O 0.31 0.92 2.68
H -0.58 0.63 2.80
H 0.93 0.17 2.46
O -2.37 2.53 1.43
H -2.40 1.67 1.02
H -3.05 2.55 2.13
O 2.71 -0.05 0.11
H 3.24 0.25 -0.59
H 1.83 -0.18 -0.32
*
```

LUMO energy	-0.82	eV
frontier orbital gap	9.053	eV
energy relative to the best compared isomer or geometry (same formula, charge and spin)	196.6	kJ/mol


[3]
The following is a quantum chemistry calculation of a molecular structure, C25H49NO2OsP2 in a non-equilibrium geometry, from the Open Molecules 2025 dataset.

The geometry in ORCA input format:
```
! RIJCOSX wB97M-V def2-TZVPD def2/J DEFGRID3
* xyz 4 5
Os -0.03 -1.77 0.84
C -0.09 -3.62 1.29
O -0.38 -4.76 1.30
C 1.50 -1.24 1.84
O 2.44 -0.92 2.43
P 0.49 -1.30 -1.71
C 1.72 0.09 -2.02
H 2.16 -0.52 -2.88
C 1.77 -2.51 -1.52
H 1.98 -2.48 -0.41
C -0.23 -1.47 -3.41
H -0.77 -0.61 -3.91
C -3.27 -0.32 0.76
P -1.55 -0.07 1.42
H -2.42 1.62 2.93
H -3.37 0.35 -0.16
C -1.74 -0.63 3.17
H -2.72 -0.09 3.44
C 1.22 -3.91 -1.90
H 1.20 -4.06 -3.00
H 0.26 -4.22 -1.44
H 1.99 -4.61 -1.54
C 3.15 -2.39 -2.34
H 3.65 -3.33 -2.03
H 3.75 -1.52 -2.01
H 2.94 -2.41 -3.44
C 0.89 -1.90 -4.54
H 1.70 -1.10 -4.55
H 0.32 -1.84 -5.50
H 1.31 -2.96 -4.36
C -1.32 -2.57 -3.32
H -1.93 -2.57 -4.23
H -1.98 -2.37 -2.47
H -0.91 -3.60 -3.21
C 1.26 1.45 -2.55
H 0.54 1.31 -3.47
H 2.13 2.03 -2.92
H 0.74 1.98 -1.76
C 2.83 0.35 -0.98
H 2.41 0.99 -0.20
H 3.62 0.90 -1.50
H 3.24 -0.55 -0.53
C -4.38 0.07 1.77
H -4.26 1.07 2.19
H -4.40 -0.71 2.57
H -5.30 0.03 1.18
C -3.45 -1.70 0.25
H -3.80 -2.37 1.05
C -0.53 2.49 2.40
H -2.53 -2.16 -0.20
H -4.26 -1.68 -0.50
C -2.64 2.62 1.03
H 0.24 2.40 1.63
H -0.75 3.59 2.54
H -0.09 2.15 3.37
C -1.77 1.78 2.01
H -2.74 3.73 1.41
H -3.63 2.28 0.91
H -2.14 2.75 0.04
C -0.69 -0.13 4.19
H 0.34 -0.21 3.82
H -0.76 -0.75 5.11
H -0.87 0.91 4.52
C -2.04 -2.13 3.41
H -2.85 -2.50 2.79
H -2.35 -2.25 4.46
H -1.14 -2.75 3.26
H -3.00 1.49 -0.17
H -0.09 0.38 -3.67
C 3.38 5.39 1.18
C 3.66 4.25 1.87
C 3.01 3.16 1.45
N 2.12 3.05 0.37
C 1.95 4.24 -0.31
C 2.51 5.44 0.00
H 3.85 6.39 1.45
H 4.27 4.18 2.68
H 3.11 2.16 1.95
H 1.25 4.14 -1.13
H 2.28 6.34 -0.50
*
```

LUMO energy (alpha / beta)	-13.79 / -15.74	eV
frontier orbital gap (alpha / beta)	3.330 / 5.219	eV
energy relative to the best compared isomer or geometry (same formula, charge and spin)	188.0	kJ/mol
⟨S²⟩	6.026